Computed, not measured: the molecule C17H22N4O6 in a non-equilibrium geometry, with the ωB97M-V functional and the def2-TZVPD basis.

Each line ends with the natural charge from an NBO analysis.
Atoms and positions in Å:
O -4.445 2.339 -0.573  -0.288
O 3.006 1.938 1.218  -0.615
O -0.755 -0.106 2.639  -0.625
O -4.333 -2.107 0.376  -0.596
O -2.383 -1.022 0.698  -0.508
O -0.048 -3.383 0.202  -0.606
N 2.189 -2.311 -0.334  -0.771
N 1.112 0.911 1.892  -0.464
N 2.625 -0.167 0.460  -0.435
N -5.555 1.706 -1.047  -0.144
C 2.280 0.971 1.194  0.807
C 0.813 2.072 2.716  -0.419
C -1.804 -2.202 1.244  -0.172
C -3.610 1.447 -0.035  0.483
C -0.364 -2.344 0.783  0.570
C 0.206 -0.161 1.901  0.695
C 0.552 -1.250 1.015  -0.449
C -6.446 -0.563 -1.177  -0.646
C -4.169 0.192 -0.147  -0.349
C 3.080 -0.112 -2.577  -0.613
C -3.672 -1.099 0.327  0.799
C -2.343 1.932 0.553  -0.703
C 5.350 0.797 -2.020  -0.604
C 3.915 0.622 -1.530  -0.228
C -5.421 0.434 -0.802  0.199
C 1.803 -1.249 0.365  0.539
C 3.936 -0.102 -0.175  -0.220
H 5.933 1.368 -1.302  0.216
H -6.032 -1.262 -1.903  0.233
H 5.360 1.329 -2.968  0.218
H 3.520 -1.078 -2.818  0.191
H -7.310 -0.061 -1.601  0.231
H -0.034 1.818 3.348  0.247
H 1.683 2.321 3.321  0.220
H 5.828 -0.170 -2.165  0.199
H 2.056 -0.260 -2.239  0.211
H -1.839 -2.136 2.337  0.229
H 0.570 2.925 2.083  0.208
H -2.368 -3.077 0.904  0.234
H -2.125 1.378 1.463  0.267
H 3.479 1.611 -1.361  0.220
H 4.355 -1.105 -0.264  0.197
H 4.573 0.473 0.503  0.249
H -2.423 2.996 0.762  0.234
H -1.523 1.767 -0.145  0.233
H -6.733 -1.139 -0.300  0.244
H 3.046 0.472 -3.493  0.224
H 1.489 -3.067 -0.368  0.457
H 2.976 -2.284 -0.957  0.402

Forces on the atoms, in the same order (eV/Å):
0.898 0.091 0.424
0.146 0.181 -0.010
-0.117 -0.071 0.110
0.014 0.068 0.003
0.204 0.170 -0.123
-0.164 -0.145 0.003
0.129 -0.041 -0.114
-0.142 0.202 0.174
0.101 -0.118 -0.059
-1.148 -0.433 -0.519
-0.126 -0.160 -0.033
-0.060 0.219 0.224
-0.330 -0.723 0.287
-0.246 -0.868 -0.007
-0.206 0.276 0.049
0.331 -0.153 -0.123
0.131 -0.066 -0.104
-0.151 0.008 -0.039
0.050 0.795 -0.058
0.024 0.265 0.203
-0.176 -0.019 -0.088
-0.086 0.126 -0.017
-0.269 0.079 0.157
0.099 -0.220 -0.031
0.604 0.280 0.278
-0.363 -0.088 0.224
0.299 0.433 -0.260
0.138 0.064 0.057
-0.035 -0.065 -0.026
0.057 0.039 -0.108
0.037 -0.153 -0.058
-0.067 0.002 -0.045
0.104 0.050 -0.081
-0.061 0.027 -0.034
0.095 -0.124 -0.042
-0.117 -0.062 -0.039
-0.012 -0.035 -0.207
0.022 0.020 0.046
0.270 0.205 0.058
0.034 0.044 0.016
0.018 -0.061 0.049
-0.019 0.010 0.036
-0.046 -0.223 -0.090
0.039 0.063 0.022
0.082 0.004 -0.028
-0.054 -0.042 -0.026
-0.027 0.005 -0.117
0.151 0.095 0.015
-0.055 0.051 0.051

The total energy comes out at -1331.52982 a.u. The calculation puts the LUMO energy at 0.397 eV. As for the HOMO-LUMO gap: 9.668 eV. The largest force on an atom is 1.332 eV Å⁻¹. As for the spin multiplicity: 1.

Computed, not measured: the ion C9H13ClNO with charge +1 in a non-equilibrium geometry, with the ωB97M-V functional and the def2-TZVPD basis.

Each line ends with the natural charge from an NBO analysis.
Atoms and positions in Å:
Cl 1.631 3.005 0.143  0.314
O 1.721 1.423 -0.419  -0.522
N 1.451 -0.837 0.387  -0.368
C -2.424 1.542 -0.940  -0.171
C 0.786 -1.537 -0.730  -0.468
C 0.992 0.663 0.523  0.255
C 2.919 -0.961 0.292  -0.404
C -0.491 0.696 0.245  -0.105
C -1.318 -0.187 0.976  -0.244
C -3.238 0.659 -0.281  -0.174
C -1.040 1.507 -0.746  -0.180
C -2.668 -0.174 0.692  -0.179
H 3.185 -0.214 -0.378  0.246
H 3.084 -2.008 -0.121  0.239
H -0.263 -1.446 -0.761  0.258
H 3.290 -0.837 1.332  0.238
H -2.791 2.110 -1.671  0.220
H -0.957 -0.747 1.765  0.199
H 0.958 -1.402 1.110  0.451
H 1.130 -1.406 -1.867  0.260
H -4.302 0.639 -0.439  0.237
H -3.315 -0.714 1.351  0.229
H 1.135 0.836 1.541  0.210
H -0.348 1.965 -1.442  0.233
H 0.872 -2.577 -0.563  0.227

Forces on the atoms, in the same order (eV/Å):
0.379 0.489 -0.125
-0.035 -0.465 1.139
-1.923 0.330 -1.228
1.903 -2.366 1.667
0.792 -0.600 -4.226
-1.567 -1.804 -2.102
-0.616 -2.950 1.858
-0.592 -0.346 0.081
-0.742 2.627 -1.885
0.488 -0.210 1.051
0.437 -0.799 0.306
-0.346 0.195 0.343
1.072 1.146 -1.053
0.328 1.481 0.699
-1.089 0.874 0.260
0.299 -0.025 -0.979
-1.454 2.382 -2.757
0.675 -1.200 1.628
1.179 1.046 0.466
-0.114 0.453 2.821
-0.159 0.030 -0.075
-0.342 -0.591 -0.016
0.998 1.010 1.603
-0.293 0.551 0.190
0.723 -1.257 0.336

The total energy comes out at -940.55849 a.u. The calculation puts the LUMO energy at -3.700 eV. As for the total charge: +1. As for the HOMO-LUMO gap: 9.299 eV. The largest force on an atom is 4.341 eV Å⁻¹. As for the spin multiplicity: 1. Its energy above the lowest of the compared OMol25 structures with the same formula, charge and spin is 0.455 eV.

Computed, not measured: a structure of composition C30H48OsP2S in a non-equilibrium geometry, with the ωB97M-V functional and the def2-TZVPD basis.

Each line ends with the Löwdin charge.
Atoms and positions in Å:
Os -1.501 -1.491 -0.606  0.988
S 2.040 0.538 4.579  0.730
P 1.116 -2.748 -2.303  0.893
P -2.466 -2.576 -2.227  0.682
C 3.777 4.118 6.613  -0.032
C 2.668 1.877 5.326  -0.783
C -0.116 -3.587 -3.421  -0.407
C 1.751 -0.072 0.452  -0.143
C 2.381 3.975 6.521  -0.060
C 1.307 -0.350 -1.006  -0.315
C -1.725 -0.421 3.065  -0.025
C 1.831 2.869 5.897  -0.104
C -1.719 1.367 -0.174  -0.209
C 2.198 2.662 -2.668  -0.163
C -0.559 2.147 1.951  -0.016
C -1.371 -4.033 -2.627  -0.386
C -1.741 -0.121 1.615  -0.240
C -4.046 -3.450 -1.792  -0.226
C -2.852 -1.712 -3.839  -0.212
C -3.816 0.587 -1.398  -0.035
C -2.720 -0.701 0.701  -0.443
C 0.696 0.681 -1.956  -0.073
C 4.612 3.140 6.048  -0.061
C 4.073 2.033 5.420  -0.115
C 2.029 -4.153 -1.567  -0.250
C 2.607 1.093 0.595  0.066
C 0.936 1.907 -2.552  -0.100
C -4.096 -1.082 1.209  -0.015
C -1.723 2.714 -0.784  -0.016
C -1.291 1.134 1.129  -0.222
C 3.124 1.896 -1.709  -0.126
C -2.565 0.246 -0.594  -0.381
C 2.403 -2.382 -3.588  -0.230
C 2.473 2.030 -0.356  0.035
H 4.150 2.268 -1.741  0.153
H 2.657 2.796 -3.656  0.141
H -4.434 -4.093 -2.599  0.064
H -1.287 2.606 2.639  0.115
H -3.697 -1.027 -3.706  0.034
H -0.713 -0.389 3.466  0.055
H 2.184 -0.956 0.901  0.141
H 4.695 1.263 4.984  0.096
H -1.973 -1.126 -4.135  0.039
H 2.702 -3.770 -0.791  0.046
H -0.730 3.117 -0.972  0.071
H 3.235 1.128 1.498  0.157
H 1.954 -2.114 -4.551  0.055
H 3.058 -3.253 -3.745  0.054
H 0.448 -1.132 -0.798  -0.047
H -3.622 1.461 -2.040  0.078
H 3.053 -1.562 -3.278  0.029
H -4.682 0.842 -0.756  0.101
H 2.157 3.065 -0.141  0.164
H 4.207 4.980 7.115  0.117
H -3.821 -4.086 -0.924  0.053
H -1.120 -4.392 -1.607  0.070
H 0.373 -4.492 -3.816  0.094
H -3.083 -2.407 -4.658  0.068
H -4.488 -1.990 0.780  0.065
H 0.243 1.727 2.575  0.043
H -0.346 0.329 -2.254  0.094
H -2.080 -1.436 3.161  0.086
H 0.757 2.726 5.825  0.101
H -4.817 -2.723 -1.501  0.043
H 1.728 4.734 6.939  0.114
H -0.374 -2.855 -4.219  0.073
H -4.087 -1.174 2.291  0.082
H 0.097 2.295 -3.152  0.124
H -2.337 2.785 -1.678  0.082
H -1.996 -4.791 -3.128  0.098
H 2.157 -0.864 -1.485  0.048
H 3.177 0.840 -2.024  0.122
H 0.844 0.104 1.028  0.101
H -4.066 -0.219 -2.097  0.034
H -2.348 0.251 3.663  0.117
H -0.132 2.975 1.366  0.083
H 2.648 -4.627 -2.343  0.049
H 1.961 3.668 -2.290  0.129
H -4.840 -0.323 0.963  0.085
H 5.696 3.246 6.101  0.116
H -2.170 3.353 -0.033  0.109
H 1.351 -4.893 -1.131  0.048

Forces on the atoms, in the same order (eV/Å):
1.928 -0.110 -0.121
-0.625 -1.069 -0.824
-0.952 -2.311 -1.851
-1.782 -1.580 -1.431
-0.202 -0.383 -0.278
0.481 0.893 0.560
0.025 -0.683 0.367
0.588 -0.215 -1.341
0.059 -0.105 -0.068
-0.459 -0.120 1.091
0.673 -0.853 -0.079
0.157 0.253 0.116
-0.940 -0.725 0.342
0.539 0.008 1.162
0.116 0.273 0.256
-0.239 0.912 0.035
-0.430 1.519 0.186
0.298 0.194 0.027
0.411 -0.175 0.351
0.422 -0.068 -0.542
-1.474 1.926 -0.992
-1.772 1.166 -0.695
0.156 0.033 0.029
0.040 0.469 0.173
0.066 -0.258 0.128
-0.353 -1.567 1.924
-0.889 -2.310 -0.941
0.093 0.124 -0.130
0.071 0.121 -0.051
1.034 -0.540 0.003
-0.963 -0.112 -0.722
-1.637 -0.043 1.151
0.112 0.461 -0.169
1.789 2.673 -1.290
0.027 0.199 0.631
-0.573 -0.327 0.028
0.255 0.355 0.165
0.243 -0.059 -0.010
0.266 -0.286 -0.098
0.049 0.105 0.190
0.187 -0.356 0.105
0.090 0.033 0.056
-0.202 -0.020 0.042
-0.115 -0.185 -0.003
0.041 -0.038 -0.084
-0.566 0.728 0.090
0.021 0.052 0.263
-0.375 0.242 0.043
2.469 1.849 -0.561
-0.182 -0.340 0.224
0.035 0.079 -0.074
0.478 -0.249 -0.302
0.515 -0.253 0.316
-0.082 -0.152 -0.096
-0.123 0.159 -0.168
0.058 -0.224 -0.580
-0.229 0.409 -0.370
0.024 -0.004 0.381
0.077 -0.453 -0.070
-0.254 -0.033 -0.042
1.219 0.527 0.554
-0.164 -0.310 0.563
0.127 0.102 0.074
0.204 -0.183 -0.099
0.102 -0.082 0.013
0.212 -0.737 0.333
-0.036 -0.155 0.058
0.339 -0.280 0.285
0.253 0.020 -0.055
0.422 0.217 0.074
-0.484 0.147 0.268
0.133 0.442 0.138
-0.206 0.446 0.386
-0.350 0.235 0.543
-0.032 0.023 -0.212
-0.195 -0.341 0.021
-0.308 -0.020 0.359
0.535 0.066 -0.063
0.133 0.234 0.057
-0.301 0.017 0.060
-0.222 0.477 0.105
0.146 0.129 0.086

The total energy comes out at -2342.57995 a.u. The calculation puts the LUMO energy (alpha / beta) at -7.284 / -8.105 eV. As for the total charge: +2. As for the expectation value of S²: 6.0699. As for the HOMO-LUMO gap (alpha / beta): 5.361 / 4.945 eV. The largest force on an atom is 3.465 eV Å⁻¹. As for the spin multiplicity: 5. Its energy above the lowest of the compared OMol25 structures with the same formula, charge and spin is 5.684 eV.

Question: What is the formula in the third record?
Answer: C30H48OsP2S

Question: Look up the total energy of the first one.
Answer: -1331.52982 a.u.